The following is a DFT calculation (ωB97M-V/def2-TZVPD) of a structure of composition C10H26N2O4V.

Positions of all 43 atoms, in Å:
V1 -20.346 -8.057 35.414
O1 -22.449 -7.925 34.684
C1 -22.738 -6.593 35.016
C2 -21.588 -5.546 35.290
O2 -20.564 -5.996 36.141
H1 -23.438 -6.628 35.871
H2 -23.229 -6.131 34.135
H3 -21.994 -4.589 35.658
H4 -21.218 -5.243 34.286
C3 -19.108 -11.444 32.703
C4 -19.212 -10.203 33.614
C5 -19.231 -8.936 32.748
O3 -19.309 -7.723 33.450
C6 -18.848 -6.628 32.703
N1 -20.288 -10.275 34.632
H5 -18.100 -11.524 32.305
H6 -19.840 -11.393 31.894
H7 -19.344 -12.324 33.301
H8 -18.270 -10.172 34.174
H9 -20.028 -9.034 31.995
H10 -18.354 -9.033 32.092
H11 -17.790 -6.682 32.422
H12 -18.910 -5.709 33.286
H13 -19.461 -6.497 31.809
H14 -21.116 -10.643 34.166
H15 -19.969 -11.000 35.269
C7 -16.702 -8.271 37.895
C8 -17.979 -8.740 37.193
C9 -19.192 -8.662 38.136
O4 -20.414 -8.784 37.416
C10 -21.585 -8.726 38.195
N2 -18.253 -7.934 35.973
H16 -16.894 -7.312 38.383
H17 -15.916 -8.054 37.169
H18 -16.334 -9.012 38.602
H19 -17.875 -9.794 36.921
H20 -19.180 -7.756 38.751
H21 -19.156 -9.511 38.830
H22 -22.416 -8.878 37.499
H23 -21.762 -7.721 38.588
H24 -21.690 -9.487 38.972
H25 -17.412 -7.983 35.401
H26 -18.243 -6.958 36.301

Properties
Total energy (eV): -47648.079
2S+1: 4
LUMO (spin up / spin down) (Ha): 0.001 / 0.000
Kohn-Sham gap (spin up / spin down) (eV): 5.9 / 6.4
Strongest force on any atom (hartree/bohr): 0.05311
Relative energy (zero: lowest compared OMol25 entry of this formula, charge and spin) (kcal/mol): 8.19

=====

The following is a DFT calculation (ωB97M-V/def2-TZVPD) of a structure of composition C54H114BeF2N7O10S2.

Positions of all 190 atoms, in Å:
Be1 3.503 0.724 -4.910
N1 1.236 -0.753 -1.547
S1 0.707 -2.161 -1.350
O1 -0.688 -2.354 -1.712
O2 1.323 -3.003 -0.361
F1 1.531 -2.749 -2.638
S2 0.269 -0.059 -0.390
O3 -0.051 -0.670 0.872
O4 -0.717 0.845 -0.901
F2 1.452 0.826 0.154
C1 -9.149 -0.643 -5.397
C2 -10.288 0.121 -4.588
C3 -11.190 -0.833 -3.739
C4 -10.428 -1.298 -2.522
C5 -9.928 -0.130 -1.675
C6 -9.023 0.845 -2.546
N2 -9.707 1.231 -3.784
O5 -8.928 2.183 -4.480
C7 -8.922 2.072 -1.685
C8 -7.674 0.133 -2.616
C9 -11.289 0.779 -5.546
H1 -8.430 -1.202 -4.798
H2 -8.465 0.075 -5.850
H3 -9.533 -1.331 -6.150
H4 -12.074 -0.277 -3.427
H5 -11.572 -1.656 -4.342
H6 -9.547 -1.839 -2.870
H7 -11.109 -1.985 -2.020
H8 -9.319 -0.596 -0.900
H9 -10.805 0.350 -1.240
H10 -8.482 1.684 -0.767
H11 -8.251 2.771 -2.185
H12 -9.865 2.572 -1.466
H13 -7.488 -0.911 -2.868
H14 -7.135 0.665 -3.399
H15 -6.901 0.354 -1.879
H16 -11.655 -0.044 -6.161
H17 -10.889 1.615 -6.120
H18 -12.107 1.250 -5.002
H19 -8.061 1.773 -4.522
C10 -8.852 7.058 4.132
C11 -8.014 6.584 5.312
C12 -8.782 5.357 5.847
C13 -7.939 4.451 6.847
C14 -6.632 4.017 6.226
C15 -5.852 5.167 5.522
N3 -6.695 6.179 4.825
O6 -5.892 7.134 4.201
C16 -5.001 5.905 6.582
C17 -4.810 4.399 4.568
C18 -7.869 7.668 6.409
H20 -9.861 7.283 4.475
H21 -8.987 6.347 3.317
H22 -8.310 7.910 3.720
H23 -9.650 5.694 6.413
H24 -9.150 4.591 5.165
H25 -8.535 3.561 7.051
H26 -7.762 4.936 7.807
H27 -6.814 3.287 5.436
H28 -6.030 3.612 7.039
H29 -5.654 6.582 7.132
H30 -4.453 5.251 7.261
H31 -4.188 6.491 6.154
H32 -5.431 3.967 3.783
H33 -4.024 5.042 4.173
H34 -4.261 3.555 4.986
H35 -8.822 8.184 6.523
H36 -7.196 8.400 5.962
H37 -7.574 7.337 7.405
H38 -5.928 6.879 3.276
C19 7.317 1.270 -0.878
C20 7.929 -0.157 -1.027
C21 7.234 -1.055 0.058
C22 7.685 -2.527 0.003
C23 7.424 -3.059 -1.423
C24 8.112 -2.165 -2.550
N4 7.663 -0.729 -2.389
O7 7.964 0.152 -3.468
C25 9.634 -2.371 -2.523
C26 7.665 -2.654 -3.908
C27 9.443 -0.002 -0.557
H39 7.510 1.523 0.164
H40 6.257 1.422 -1.082
H41 7.893 2.076 -1.332
H42 7.315 -0.687 1.081
H43 6.157 -1.145 -0.084
H44 7.127 -3.158 0.694
H45 8.743 -2.514 0.267
H46 6.353 -2.932 -1.586
H47 7.846 -4.063 -1.462
H48 9.960 -2.931 -3.399
H49 10.101 -1.386 -2.564
H50 9.874 -3.038 -1.695
H51 8.054 -3.671 -3.957
H52 6.609 -2.709 -4.172
H53 8.182 -2.097 -4.689
H54 9.464 0.431 0.443
H55 10.019 0.636 -1.228
H56 10.002 -0.923 -0.393
H57 8.898 0.373 -3.433
C28 3.453 -13.801 -0.148
C29 3.137 -13.744 -1.676
C30 1.563 -14.024 -1.861
C31 0.625 -12.773 -1.549
C32 1.075 -11.530 -2.237
C33 2.618 -11.204 -2.093
N5 3.505 -12.367 -2.230
O8 4.844 -12.026 -2.059
C34 2.992 -10.029 -3.033
C35 2.694 -10.446 -0.708
C36 3.938 -14.843 -2.407
H58 2.859 -13.164 0.507
H59 3.248 -14.726 0.391
H60 4.488 -13.568 0.103
H61 1.398 -14.346 -2.889
H62 1.327 -14.877 -1.225
H63 -0.362 -13.047 -1.922
H64 0.566 -12.534 -0.487
H65 0.414 -10.697 -1.997
H66 0.821 -11.542 -3.297
H67 4.015 -9.667 -2.934
H68 2.296 -9.191 -3.082
H69 2.877 -10.265 -4.091
H70 1.737 -9.957 -0.522
H71 3.545 -9.811 -0.465
H72 2.733 -11.097 0.165
H73 3.957 -15.830 -1.943
H74 3.840 -15.070 -3.468
H75 5.016 -14.689 -2.370
H76 5.232 -12.143 -2.930
C37 -0.561 6.096 -6.604
C38 0.359 5.002 -7.192
C39 0.364 5.090 -8.742
C40 1.297 6.186 -9.229
C41 2.687 5.933 -8.649
C42 2.783 5.827 -7.099
N6 1.752 4.861 -6.612
O9 1.760 4.773 -5.208
C43 4.181 5.405 -6.931
C44 2.499 7.234 -6.576
C45 -0.347 3.676 -6.858
H77 -0.672 7.060 -7.100
H78 -0.274 6.272 -5.568
H79 -1.609 5.837 -6.455
H80 0.800 4.181 -9.157
H81 -0.626 5.307 -9.142
H82 0.854 7.148 -8.969
H83 1.411 6.146 -10.312
H84 3.573 6.479 -8.971
H85 3.072 5.031 -9.124
H86 4.530 5.066 -5.956
H87 4.540 4.675 -7.657
H88 4.816 6.261 -7.160
H89 1.430 7.435 -6.497
H90 2.983 7.325 -5.604
H91 2.835 8.010 -7.264
H92 0.249 2.765 -6.897
H93 -1.203 3.391 -7.469
H94 -0.773 3.675 -5.854
H95 1.330 5.602 -4.985
C46 4.604 2.592 11.190
C47 4.344 1.658 10.036
C48 2.898 1.398 9.997
C49 1.964 2.366 9.157
C50 2.567 2.547 7.815
C51 4.010 3.107 7.896
N7 4.851 2.181 8.729
O10 6.212 2.517 8.661
C52 4.516 2.967 6.396
C53 4.058 4.602 8.294
C54 5.089 0.289 10.170
H96 3.833 3.362 11.161
H97 5.615 2.999 11.181
H98 4.484 2.125 12.168
H99 2.613 0.392 9.688
H100 2.504 1.294 11.008
H101 1.974 3.342 9.642
H102 0.957 1.949 9.123
H103 1.992 3.390 7.432
H104 2.337 1.799 7.056
H105 4.458 1.921 6.094
H106 3.850 3.490 5.709
H107 5.517 3.391 6.327
H108 5.079 4.920 8.504
H109 3.613 5.147 7.461
H110 3.430 4.828 9.156
H111 4.598 -0.356 10.898
H112 6.077 0.585 10.523
H113 5.104 -0.294 9.249
H114 6.543 1.642 8.443

Properties
Net charge: +1
Total energy (eV): -116230.034
LUMO (Ha): -0.317
Kohn-Sham gap (eV): 0.9
Strongest force on any atom (hartree/bohr): 0.15713
Relative energy (zero: lowest compared OMol25 entry of this formula, charge and spin) (kcal/mol): 203.22

=====

The following is a DFT calculation (ωB97M-V/def2-TZVPD) of a cluster of 10 separate species, C29H80N2O10 in total.

Positions of all 121 atoms, in Å:
C1 5.587 1.475 3.572
O1 5.471 1.108 2.233
C2 4.300 0.488 1.777
C3 4.417 0.209 0.271
C4 4.716 1.312 -0.711
N1 3.224 -0.478 -0.223
H1 5.443 0.629 4.245
H2 4.792 2.148 3.895
H3 6.571 1.889 3.791
H4 4.033 -0.456 2.251
H5 3.384 1.063 1.917
H6 5.189 -0.560 0.235
H7 5.624 1.806 -0.365
H8 3.887 2.018 -0.761
H9 5.008 0.807 -1.631
H10 3.043 -1.276 0.369
H11 3.409 -0.954 -1.094
C5 -0.388 -2.028 5.267
O2 0.732 -2.870 4.897
C6 1.175 -2.528 3.590
C7 2.487 -3.256 3.307
C8 3.637 -2.865 4.234
N2 2.835 -2.795 1.970
H12 -1.308 -2.372 4.795
H13 -0.184 -0.961 5.177
H14 -0.474 -2.224 6.336
H15 0.390 -2.795 2.883
H16 1.358 -1.457 3.497
H17 2.358 -4.329 3.166
H18 3.862 -1.802 4.155
H19 4.580 -3.355 3.992
H20 3.426 -3.281 5.219
H21 2.106 -3.052 1.320
H22 3.633 -3.263 1.564
C9 -0.480 -3.866 -1.856
C10 0.535 -4.382 -0.866
C11 1.852 -4.516 -1.666
O3 0.725 -3.490 0.230
H23 -0.288 -2.863 -2.237
H24 -1.478 -3.986 -1.435
H25 -0.443 -4.490 -2.749
H26 0.202 -5.334 -0.452
H27 1.911 -5.153 -2.549
H28 2.613 -4.908 -0.992
H29 2.216 -3.542 -1.992
H30 -0.031 -3.560 0.817
C12 -5.022 -1.688 -1.791
C13 -4.824 -2.700 -0.644
C14 -4.704 -4.153 -1.130
O4 -3.624 -2.391 0.080
H31 -4.352 -1.794 -2.644
H32 -5.078 -0.688 -1.361
H33 -5.964 -1.609 -2.334
H34 -5.665 -2.639 0.046
H35 -4.228 -4.743 -0.347
H36 -4.111 -4.263 -2.038
H37 -5.724 -4.517 -1.257
H38 -3.787 -1.593 0.587
C15 -0.976 -1.311 -4.888
C16 -2.475 -1.062 -4.929
C17 -2.907 0.339 -4.440
O5 -2.920 -1.304 -6.255
H39 -0.306 -0.713 -5.506
H40 -0.653 -2.330 -5.104
H41 -0.654 -1.143 -3.860
H42 -2.996 -1.808 -4.328
H43 -2.421 1.133 -5.007
H44 -2.486 0.489 -3.447
H45 -3.989 0.471 -4.428
H46 -3.876 -1.214 -6.268
C18 -2.492 3.519 -1.911
C19 -3.168 3.688 -0.488
C20 -3.816 5.046 -0.245
O6 -4.185 2.699 -0.435
H47 -3.193 3.539 -2.746
H48 -1.966 2.566 -1.960
H49 -1.785 4.305 -2.175
H50 -2.439 3.494 0.299
H51 -4.331 5.376 -1.147
H52 -3.072 5.825 -0.079
H53 -4.486 5.090 0.614
H54 -4.906 2.956 -1.015
C21 -0.634 -0.191 -0.629
C22 -0.017 1.079 -0.006
C23 0.396 0.951 1.480
O7 1.159 1.359 -0.697
H55 -0.325 -0.258 -1.672
H56 -1.722 -0.149 -0.582
H57 -0.396 -1.139 -0.145
H58 -0.551 2.014 -0.174
H59 -0.402 0.629 2.149
H60 0.852 1.822 1.950
H61 1.141 0.177 1.666
H62 1.835 0.809 -0.295
C24 -3.108 -0.415 3.183
C25 -3.572 0.827 2.362
O8 -3.984 0.438 1.019
H63 -2.356 -1.006 2.659
H64 -3.898 -1.131 3.410
H65 -2.778 -0.060 4.159
H66 -2.744 1.535 2.323
H67 -4.316 1.403 2.912
H68 -3.850 1.142 0.379
C26 4.107 4.882 2.199
C27 2.673 4.308 2.082
O9 1.749 5.163 2.757
H69 4.846 4.168 1.835
H70 4.294 4.958 3.270
H71 4.115 5.852 1.701
H72 2.673 3.258 2.376
H73 2.449 4.322 1.015
H74 1.611 5.986 2.282
C28 0.357 2.379 -4.195
C29 1.577 2.954 -3.439
O10 1.059 3.613 -2.291
H75 0.654 1.964 -5.158
H76 -0.456 3.084 -4.368
H77 -0.012 1.569 -3.565
H78 2.143 3.720 -3.969
H79 2.379 2.257 -3.196
H80 0.978 2.952 -1.600

Properties
Total energy (eV): -54822.432
LUMO (Ha): 0.022
Kohn-Sham gap (eV): 9.7
SMILES string: COC[C@H](C)N.COC[C@H](C)N.CC(C)O.CC(C)O.CC(C)O.CC(C)O.CC(C)O.CCO.CCO.CCO
Strongest force on any atom (hartree/bohr): 0.04474
Relative energy (zero: lowest compared OMol25 entry of this formula, charge and spin) (kcal/mol): 23.37

=====

> Which of these has the lowest relative energy (zero: lowest compared OMol25 entry of this formula, charge and spin)?

C10H26N2O4V

=====

> Look up the total energy of the second one.

-116230.034 eV

=====

> Which value of strongest force on any atom does entry 1 give?

0.05311 hartree/bohr